ORCA calculation (ωB97M-V/def2-TZVPD) on C30H50BN4OP2V as an isolated structure.

The geometry in XYZ format:
```
89
Properties=species:S:1:pos:R:3:forces:R:3
V -17.11665 2.62682 -2.29569 0.4 1.2 0.0
C -16.06139 4.33085 -6.10806 -1.4 0.4 0.1
C -16.89653 3.12493 -5.60321 1.0 0.1 0.2
C -15.91447 2.29632 -4.77036 0.9 -0.2 1.2
C -17.36520 2.20344 -6.71040 -0.4 0.4 -0.3
P -18.27230 3.59202 -4.44578 -0.9 0.1 0.7
C -18.24213 5.45927 -4.40334 0.6 -0.8 -0.3
N -17.19959 5.81162 -3.47328 -0.6 0.5 -1.0
B -16.57476 4.87462 -2.60302 -0.1 -0.9 0.6
N -15.75066 5.69527 -1.75930 0.3 0.4 -0.2
C -15.04121 5.29325 -0.58350 0.7 -0.5 -0.3
P -15.01919 3.43603 -0.50871 -0.9 -0.4 -0.5
C -13.33855 2.87949 -1.12535 0.0 0.9 0.7
C -12.97667 3.84973 -2.28903 1.3 -1.5 -0.1
C -13.49069 1.40844 -1.51008 0.9 0.2 -0.7
C -12.20811 3.03880 -0.10048 0.4 -1.6 -0.3
C -15.23888 3.20562 1.32124 0.2 -0.2 -0.2
C -14.31272 4.11910 2.13195 -0.2 0.1 0.3
C -16.69521 3.61506 1.59682 -0.9 0.3 -0.4
C -14.95473 1.75132 1.74957 -0.3 0.3 0.5
C -15.92078 7.04819 -2.09027 0.1 -1.1 0.2
C -15.41393 8.14958 -1.44751 -1.2 0.8 -1.2
C -15.81637 9.38252 -1.97064 0.1 0.7 0.4
C -16.63270 9.49876 -3.08154 0.1 -0.1 -0.9
C -17.10594 8.34364 -3.73106 -0.3 0.5 0.1
C -16.80139 7.11728 -3.19374 0.6 0.0 0.7
C -20.01546 3.40151 -5.16243 -0.4 -1.1 0.9
C -20.34961 4.31435 -6.32258 -0.2 0.4 -0.3
C -20.96692 3.77833 -3.97822 0.3 0.9 -0.4
C -20.38962 1.91721 -5.55663 -0.5 1.0 -1.2
H -15.16777 3.96163 -6.54084 0.8 -0.4 -0.8
H -15.74393 4.96597 -5.28503 -0.1 0.0 0.2
H -16.58762 4.97664 -6.83249 0.2 -0.4 0.2
H -14.97354 2.05871 -5.33423 -0.9 0.1 0.5
H -16.35501 1.34420 -4.41781 0.1 0.1 -0.3
H -15.55807 2.86783 -3.84973 -0.2 -0.3 -0.8
H -16.50560 1.72779 -7.17371 0.1 0.3 -0.5
H -17.97216 2.79425 -7.40132 0.2 -0.4 -0.4
H -17.96917 1.37126 -6.36090 -0.2 0.0 0.3
H -19.20416 5.85587 -4.11830 -0.3 0.1 0.2
H -18.08696 5.73058 -5.45905 0.3 0.4 0.4
H -15.57575 5.63513 0.27638 -0.2 0.3 0.7
H -14.00236 5.68322 -0.48957 -0.6 0.0 -0.3
H -13.63866 3.75905 -3.13627 -0.3 0.2 -0.2
H -11.95145 3.55062 -2.64033 -0.8 0.3 0.2
H -12.89380 4.88058 -1.95823 -0.1 0.0 0.0
H -14.14087 1.28709 -2.35472 -0.4 0.1 -0.7
H -13.88385 0.73982 -0.76069 0.0 0.1 0.7
H -12.51473 1.00886 -1.81405 -0.1 0.0 0.0
H -12.14092 4.02793 0.27894 0.2 0.9 0.3
H -11.24647 2.74906 -0.56027 -0.3 0.4 -0.2
H -12.26846 2.31855 0.71966 -0.3 0.2 0.1
H -14.56371 5.16470 1.93375 0.3 -0.1 0.1
H -13.25002 3.91797 1.94583 -0.5 0.2 0.1
H -14.51108 3.96755 3.20126 0.1 -0.1 -0.1
H -16.96416 4.63719 1.20445 0.3 -1.0 0.3
H -16.86746 3.66174 2.67630 0.0 -0.1 0.0
H -17.44622 2.90244 1.16495 0.7 0.7 0.3
H -13.87681 1.66502 1.90382 -0.2 -0.4 -0.1
H -15.32874 0.93806 1.10662 0.1 0.4 0.0
H -15.42390 1.63286 2.73955 0.2 -0.2 -0.2
H -14.84655 8.11695 -0.56247 0.7 -0.2 0.8
H -15.51392 10.29964 -1.46566 0.1 -0.2 -0.1
H -16.83914 10.49007 -3.52330 0.0 -0.7 0.5
H -17.75306 8.41383 -4.58802 -0.1 0.1 -0.2
H -20.24709 5.39151 -6.08957 0.0 -0.6 -0.1
H -21.40299 4.14945 -6.60143 0.3 0.1 0.0
H -19.74076 4.06593 -7.18783 0.0 0.2 -0.2
H -20.83911 4.83336 -3.64440 -0.1 -0.7 -0.3
H -20.78707 3.15134 -3.12294 0.0 -0.4 0.4
H -22.01651 3.67026 -4.29789 0.4 0.0 0.1
H -20.22443 1.75592 -6.64505 0.1 0.1 0.7
H -21.47840 1.84362 -5.44330 0.2 -0.1 0.1
H -19.94256 1.08108 -5.02884 0.3 0.2 0.3
N -18.60048 0.37688 2.98449 -0.6 -0.1 -1.9
C -19.55378 -0.15889 2.15433 0.5 -1.0 1.1
O -20.40441 -0.87975 2.64312 -0.2 0.3 -0.5
C -19.43662 -0.02994 0.66910 0.1 0.3 -0.5
C -20.36174 -0.66732 -0.14281 -0.2 0.1 0.5
C -20.29754 -0.53360 -1.51414 0.8 0.0 -0.1
C -19.25954 0.21342 -2.06556 -0.7 0.5 1.5
N -18.39329 0.90981 -1.29268 0.1 -0.8 -0.7
C -18.45890 0.69297 0.03149 0.9 0.9 0.0
H -18.76856 0.12944 3.92107 0.1 0.1 1.3
H -17.98590 1.11696 2.72835 0.3 0.3 0.0
H -21.08339 -1.24655 0.39990 -0.6 -0.3 -0.2
H -20.98923 -1.00336 -2.18390 -0.3 -0.3 -0.1
H -19.20851 0.30002 -3.12196 0.3 0.3 -0.7
H -17.63368 1.14629 0.58386 -0.4 -0.1 -0.1
```
Positions in Å, forces in eV/Å.

Output
- Net charge: +1
- Highest occupied orbital energy (alpha / beta): -10.016 / -10.037 eV
- LUMO level (alpha / beta): -2.9 / -2.9 eV
- ⟨S²⟩: 3.789
- Spin multiplicity: 4